*A*
Computed, not measured: 2 unconnected molecules or ions with the total composition C6H14NO, with ωB97M-V/def2-TZVPD.

Geometry (Å):
C: 0.59 -1.62 -2.40
C: 0.87 -0.55 -1.57
C: 1.48 -2.77 -2.63
C: -1.69 0.48 0.62
C: -0.40 2.44 1.30
C: 0.34 0.11 2.07
N: -0.51 1.04 1.33
O: 0.03 -1.36 -0.98
H: -0.22 -1.40 -3.09
H: 1.63 0.09 -1.15
H: 2.36 -2.49 -2.04
H: 1.77 -2.60 -3.69
H: 1.29 -3.78 -2.44
H: -2.58 1.11 0.89
H: -1.59 0.69 -0.48
H: -1.70 -0.57 0.65
H: -1.37 2.86 1.20
H: 0.15 3.00 2.14
H: 0.02 2.78 0.27
H: -0.21 -0.47 2.85
H: 0.73 -0.68 1.41
H: 1.29 0.69 2.47

The highest occupied orbital energy (spin up / spin down) comes out at -10.6176 / -14.5379 eV. Its expectation value of S² is 2.008. The value obtained for the HOMO-LUMO gap (spin up / spin down) is 7.896 / 7.771 eV. The charge is +1. Its spin multiplicity is 3. The molar mass comes out at 116.18 g mol⁻¹.

Mulliken atomic charges, in units of e:
1. C 0.395
2. C -0.582
3. C -1.156
4. C -0.986
5. C -0.741
6. C -0.722
7. N 0.258
8. O -0.345
9. H 0.376
10. H 0.332
11. H 0.327
12. H 0.325
13. H 0.339
14. H 0.340
15. H 0.388
16. H 0.454
17. H 0.320
18. H 0.349
19. H 0.350
20. H 0.357
21. H 0.300
22. H 0.323

***

*B*
Computed, not measured: a gas-phase ion, C6H14NO (charge +1), with ωB97M-V/def2-TZVPD.

Geometry (Å):
C: 0.52 0.07 1.32
C: 0.87 0.19 3.16
C: -1.66 -0.85 -1.08
C: -0.66 1.37 -1.80
C: 0.84 -0.55 -1.55
C: -0.42 0.07 -1.08
N: -0.32 0.43 0.34
O: 1.26 -1.04 3.43
H: 1.51 1.02 3.19
H: 1.28 -0.53 0.95
H: 0.01 0.40 3.81
H: -2.50 -0.35 -0.65
H: -1.92 -0.93 -2.08
H: -1.45 -1.80 -0.59
H: -1.28 1.13 -2.60
H: 0.34 1.80 -2.07
H: -1.28 2.05 -1.17
H: 1.82 -0.20 -1.20
H: 1.04 -1.56 -1.32
H: 0.93 -0.47 -2.68
H: -1.07 1.11 0.58
H: 2.14 -1.37 3.08

The highest occupied orbital energy (spin up / spin down) comes out at -10.7872 / -14.4453 eV. Its expectation value of S² is 2.011. The value obtained for the HOMO-LUMO gap (spin up / spin down) is 7.475 / 5.455 eV. The charge is +1. Its spin multiplicity is 3. The molar mass comes out at 116.18 g mol⁻¹.

Mulliken atomic charges, in units of e:
1. C -0.356
2. C -0.182
3. C -1.568
4. C -1.574
5. C -2.171
6. C 1.796
7. N -0.263
8. O -0.281
9. H 0.327
10. H 0.392
11. H 0.339
12. H 0.447
13. H 0.472
14. H 0.328
15. H 0.434
16. H 0.358
17. H 0.421
18. H 0.521
19. H 0.535
20. H 0.334
21. H 0.259
22. H 0.432

***

Need the numbers? Relative energies in hartree: *A* 0.0000; *B* 0.0456.

***

*A*
Computed, not measured: C3H10NO2P in the gas phase, with ωB97M-V/def2-TZVPD.

Geometry (Å):
C: 1.56 1.42 -0.07
C: 0.92 0.16 0.36
C: 1.48 -1.13 -0.19
P: -1.23 0.01 -0.10
N: -2.72 -1.19 0.14
O: -1.41 0.50 -1.47
O: -1.65 1.13 1.00
H: 0.97 2.29 0.19
H: 1.77 1.43 -1.14
H: 2.51 1.48 0.47
H: 0.83 0.11 1.45
H: 2.48 -1.32 0.19
H: 1.52 -1.10 -1.28
H: 0.85 -1.98 0.10
H: -2.96 -1.33 -0.84
H: -2.52 -2.09 0.56
H: -2.40 1.62 0.63

The highest occupied orbital energy comes out at -9.2966 eV. The SMILES is CC(C)[P@](N)(=O)O. The value obtained for the HOMO-LUMO gap is 9.285 eV. Its spin multiplicity is 1. The molar mass comes out at 123.09 g mol⁻¹.

Mulliken atomic charges, in units of e:
1. C -1.285
2. C 0.265
3. C -1.323
4. P 0.824
5. N -0.655
6. O -0.641
7. O -0.517
8. H 0.341
9. H 0.318
10. H 0.389
11. H 0.331
12. H 0.393
13. H 0.344
14. H 0.361
15. H 0.281
16. H 0.254
17. H 0.321

***

*B*
Computed, not measured: C3H10NO2P in the gas phase, with ωB97M-V/def2-TZVPD.

Geometry (Å):
C: 2.46 0.44 0.03
N: 1.83 -0.86 0.28
C: 0.38 -0.79 0.50
P: -0.53 -0.66 -1.11
C: -2.29 -0.20 -0.59
O: -2.53 -0.19 0.80
O: -2.14 1.08 1.35
H: 2.61 0.65 -1.04
H: 3.44 0.49 0.51
H: 1.84 1.24 0.44
H: 2.00 -1.45 -0.52
H: 0.05 -1.70 1.01
H: 0.17 0.04 1.18
H: -0.10 0.64 -1.46
H: -2.97 -0.96 -0.99
H: -2.59 0.75 -1.03
H: -1.63 1.50 0.64

The highest occupied orbital energy comes out at -8.8702 eV. The SMILES is CNCPCOO. The value obtained for the HOMO-LUMO gap is 9.565 eV. Its spin multiplicity is 1. The molar mass comes out at 123.09 g mol⁻¹.

Mulliken atomic charges, in units of e:
1. C -0.795
2. N -0.414
3. C -0.634
4. P 0.031
5. C -0.582
6. O -0.194
7. O -0.341
8. H 0.282
9. H 0.284
10. H 0.290
11. H 0.288
12. H 0.329
13. H 0.465
14. H -0.011
15. H 0.322
16. H 0.343
17. H 0.338

***

Need the numbers? Relative energies in hartree: *A* 0.0000; *B* 0.1751.

***

*A*
Computed, not measured: C6H8ClN in the gas phase, with ωB97M-V/def2-TZVPD.

Geometry (Å):
N: 1.41 -0.98 1.06
C: 0.47 -0.30 0.33
C: -0.48 -1.23 -0.56
C: -1.76 -0.48 -0.51
C: -1.64 0.68 0.18
C: -0.13 1.09 0.60
C: 0.78 0.85 -0.61
Cl: 2.33 1.43 -0.41
H: 1.33 -0.61 2.09
H: 2.41 -0.56 0.62
H: -0.29 -2.31 -0.13
H: 0.05 -1.17 -1.62
H: -2.74 -0.72 -0.94
H: -2.34 1.61 0.22
H: 0.34 1.89 1.23
H: 0.26 0.79 -1.54

The highest occupied orbital energy comes out at -8.8704 eV. The SMILES is N[C@@]12CC=C[C@@H]1[C@H]2Cl. The value obtained for the HOMO-LUMO gap is 9.782 eV. Its spin multiplicity is 1. The molar mass comes out at 129.59 g mol⁻¹.

Mulliken atomic charges, in units of e:
1. N -0.672
2. C 0.248
3. C -0.815
4. C -0.426
5. C -0.320
6. C -0.371
7. C -0.185
8. Cl -0.246
9. H 0.347
10. H 0.366
11. H 0.341
12. H 0.252
13. H 0.370
14. H 0.288
15. H 0.415
16. H 0.407

***

*B*
Computed, not measured: C6H8ClN in the gas phase, with ωB97M-V/def2-TZVPD.

Geometry (Å):
Cl: 1.14 -1.72 -2.59
C: 0.63 -0.93 -0.98
C: 0.11 -1.61 0.10
C: -0.12 -0.41 1.06
C: -1.31 0.35 0.40
N: -0.78 0.89 -0.80
C: 0.58 0.50 -1.01
C: 0.84 0.73 0.59
H: 0.24 -2.64 0.50
H: -0.06 -0.66 2.09
H: -1.54 1.00 1.06
H: -2.24 -0.37 0.47
H: -1.12 1.92 -0.89
H: 1.07 1.03 -1.80
H: 0.76 1.69 0.94
H: 1.79 0.23 0.83

The highest occupied orbital energy comes out at -8.2973 eV. The SMILES is ClC1=C[C@@H]2CN[C@H]1C2. The value obtained for the HOMO-LUMO gap is 9.124 eV. Its spin multiplicity is 1. The molar mass comes out at 129.59 g mol⁻¹.

Mulliken atomic charges, in units of e:
1. Cl -0.247
2. C 0.196
3. C -0.605
4. C -0.178
5. C -0.714
6. N -0.435
7. C -0.317
8. C -0.929
9. H 0.370
10. H 0.551
11. H 0.473
12. H 0.222
13. H 0.323
14. H 0.483
15. H 0.448
16. H 0.359

***

Need the numbers? Relative energies in hartree: *A* 0.0000; *B* 0.0094.

***

*A*
Computed, not measured: CH4O3 in the gas phase, with ωB97M-V/def2-TZVPD.

Geometry (Å):
O: 1.41 0.41 0.09
C: -0.03 0.02 0.75
O: -0.53 -0.99 0.06
O: -1.19 -0.69 -1.21
H: 1.27 1.09 -0.66
H: 0.19 -0.14 1.83
H: -0.62 0.88 0.92
H: -0.49 -0.58 -1.77

The highest occupied orbital energy comes out at -10.8974 eV. The SMILES is OCOO. The value obtained for the HOMO-LUMO gap is 11.490 eV. Its spin multiplicity is 1. The molar mass comes out at 64.04 g mol⁻¹.

Mulliken atomic charges, in units of e:
1. O -0.556
2. C -0.058
3. O -0.174
4. O -0.301
5. H 0.286
6. H 0.233
7. H 0.259
8. H 0.312

***

*B*
Computed, not measured: 2 unconnected molecules or ions with the total composition CH4O3, with ωB97M-V/def2-TZVPD.

Geometry (Å):
O: -1.00 1.93 -0.89
C: -1.26 0.79 -0.69
O: -1.21 0.21 0.53
H: -1.55 0.06 -1.45
H: -1.19 0.99 1.09
O: 1.84 -1.21 0.75
H: 2.56 -0.70 0.37
H: 1.82 -2.06 0.29

The highest occupied orbital energy comes out at -10.9555 eV. The SMILES is O=CO.O. The value obtained for the HOMO-LUMO gap is 11.723 eV. Its spin multiplicity is 1. The molar mass comes out at 64.04 g mol⁻¹.

Mulliken atomic charges, in units of e:
1. O -0.474
2. C 0.221
3. O -0.386
4. H 0.324
5. H 0.313
6. O -0.624
7. H 0.315
8. H 0.312

***

Need the numbers? Relative energies in hartree: *A* 0.1570; *B* 0.0000.